83
Properties=species:S:1:pos:R:3:lowdin_charge:R:1 method="wB97M-V/def2-TZVPD" charge=-1 multiplicity=5 s2=6.021 homo_energy_ev="-6.15 / -6.76" lumo_ev="0.8 / 0.7"
Cr -0.28668 -1.31260 2.27825 0.927
P -0.46788 -0.29982 0.14532 -0.050
O 0.80017 -0.18777 0.98757 -0.424
O -1.28550 0.13473 1.33899 -0.390
O -0.48547 -1.82021 0.23160 -0.392
O -0.55207 0.39339 -1.22318 -0.301
C 0.62648 0.45865 -4.00418 -0.100
C 0.28980 1.88992 -3.64553 -0.287
O -0.51126 2.14085 -4.85021 0.085
C -0.10925 1.28955 -5.87324 -0.525
O -0.52490 1.32906 -7.00544 0.144
O 0.76536 0.39330 -5.40247 0.107
F 1.30001 2.68647 -3.90832 0.089
H -0.14069 -0.23439 -3.65886 0.114
H 1.54438 0.17902 -3.48710 0.138
H -0.20630 2.25176 -2.74494 0.146
C -3.04891 -1.06147 -1.71278 -0.076
C -3.59130 0.08831 -2.57522 -0.384
O -4.90952 0.09492 -2.32886 0.159
C -5.31587 -1.02241 -1.71078 -0.500
O -6.44895 -1.37499 -1.46746 0.144
O -4.20874 -1.79249 -1.50060 0.077
F -3.43640 -0.09808 -3.86408 0.131
H -2.86576 -0.67058 -0.71190 0.104
H -2.14851 -1.59562 -2.01620 0.122
H -3.23639 1.05902 -2.22901 0.168
C -0.75860 3.38651 0.01216 -0.111
C -0.28478 3.47502 1.49884 -0.328
O -1.17192 4.46156 1.95199 0.113
C -2.17839 4.80811 1.07369 -0.476
O -3.01863 5.64973 1.17068 0.183
O -1.88209 4.14789 -0.12430 0.058
F 0.95153 3.88860 1.66080 0.102
H -1.13699 2.38549 -0.19492 0.099
H 0.11390 3.64489 -0.58790 0.129
H -0.36058 2.58577 2.12461 0.152
C -3.14749 0.94580 3.33521 -0.065
C -3.64786 1.94147 2.30391 -0.397
O -4.37525 2.90580 2.93899 0.162
C -4.32795 2.69901 4.27701 -0.421
O -4.64761 3.60650 5.08246 0.105
O -3.67990 1.48549 4.55150 0.053
F -4.50171 1.28151 1.58227 0.115
H -2.05830 0.98652 3.34560 0.103
H -3.47737 -0.07934 3.16678 0.141
H -2.89022 2.26676 1.59099 0.148
C 3.68183 2.23425 0.28391 -0.084
C 2.56687 1.86188 -0.65879 -0.293
O 3.32812 1.05620 -1.55019 0.190
C 4.29868 0.54198 -0.91267 -0.678
O 4.93217 -0.35900 -1.28105 0.197
O 4.47401 1.11293 0.28361 0.077
F 2.22052 2.97889 -1.28803 0.078
H 3.21127 2.37602 1.25683 0.138
H 4.28321 3.07362 -0.06522 0.154
H 1.64725 1.42087 -0.27421 0.130
C -0.38440 -3.97065 -2.03279 -0.029
C 0.38155 -2.76125 -2.38764 -0.256
O -0.02159 -2.73938 -3.78472 0.123
C -1.04936 -3.40715 -4.11889 -0.650
O -1.64733 -3.37677 -5.20778 0.109
O -1.40385 -4.07203 -3.07451 0.098
F 1.70607 -3.03335 -2.57034 0.068
H -0.83009 -3.94505 -1.03840 0.127
H 0.22254 -4.87583 -2.05212 0.145
H 0.19059 -1.78368 -1.94494 0.118
C 3.95805 -0.52827 3.17960 -0.105
O 3.82762 -1.80491 3.77544 -0.209
P 2.75648 -2.89363 3.16364 0.626
O 1.29151 -2.50086 3.23162 -0.303
O 3.27144 -4.22003 3.97005 -0.195
C 3.06675 -4.26093 5.39959 -0.104
O 3.30085 -3.13467 1.61226 -0.189
C 2.75308 -2.42756 0.60300 -0.156
H 4.10069 0.21814 3.96102 0.091
H 3.04887 -0.22401 2.66103 0.074
H 4.85250 -0.36084 2.57958 0.097
H 2.58078 -5.20661 5.63962 0.090
H 2.34446 -3.57049 5.83511 0.083
H 3.93807 -4.09227 6.03241 0.092
H 2.72568 -1.36219 0.83177 0.061
H 1.81465 -2.90192 0.31589 0.091
H 3.49491 -2.45284 -0.19522 0.103



57
Properties=species:S:1:pos:R:3:nbo_charge:R:1 method="wB97M-V/def2-TZVPD" charge=-1 homo_energy_ev=-3.40 lumo_ev=2.5
C 4.39528 -2.53474 1.99054 -0.617
C 3.66678 -1.39501 1.31911 -0.060
O 2.28941 -1.51618 1.67203 -0.568
C 1.45059 -0.47982 1.38642 0.766
C 0.11823 -0.82996 1.90947 -0.440
C -0.99263 0.00770 1.59329 0.516
O -0.87333 1.02586 0.90010 -0.721
C -2.36278 -0.42724 2.12503 -0.488
C -3.02584 -1.63841 1.46102 -0.379
C -2.56127 -3.03266 1.88229 -0.403
C -1.22255 -3.54198 1.29780 -0.393
C 0.00814 -3.40337 2.18151 -0.392
C 0.08297 -2.01519 2.83360 -0.409
O 1.81800 0.50604 0.77921 -0.663
H 5.46288 -2.44895 1.78952 0.195
H 4.25602 -2.53306 3.07394 0.207
H 4.05731 -3.50422 1.61915 0.202
H 4.05178 -0.43020 1.66859 0.185
H 3.74869 -1.47725 0.22864 0.164
H -2.30429 -0.60459 3.20570 0.194
H -3.04332 0.41737 1.95598 0.212
H -4.09742 -1.58483 1.72915 0.186
H -2.97733 -1.54511 0.36601 0.200
H -2.57241 -3.12025 2.97865 0.189
H -3.34307 -3.72007 1.51426 0.190
H -1.35355 -4.60433 1.03857 0.185
H -1.01983 -3.02018 0.35330 0.201
H 0.02859 -4.18444 2.95628 0.172
H 0.90693 -3.59124 1.58299 0.203
H 1.00000 -2.00713 3.43237 0.207
H -0.76501 -1.92718 3.52061 0.184
C 1.03174 3.53893 -3.46440 -0.608
C -0.11909 2.86264 -2.71909 0.247
C -1.37498 3.40101 -3.31759 -0.660
C -0.00053 1.35527 -2.58965 -0.101
C -1.03746 0.42721 -2.37712 -0.102
I -3.11311 0.83568 -2.03348 0.128
C -0.74096 -0.89040 -2.02852 -0.264
C 0.56372 -1.26928 -1.74968 -0.155
C 1.59820 -0.35171 -1.91732 -0.186
C 1.31995 0.94102 -2.35987 -0.165
O 0.13314 3.24243 -1.33263 -0.680
S -1.00990 3.44923 -0.11978 0.601
C -1.19829 5.30245 -0.32868 0.781
F -2.43469 5.57294 -0.85380 -0.349
F -1.09175 5.93979 0.87254 -0.337
F -0.26269 5.82202 -1.17536 -0.335
H 1.07088 3.21259 -4.51156 0.207
H 0.87576 4.62354 -3.46091 0.217
H 1.99804 3.37962 -2.97325 0.217
H -1.34031 3.17121 -4.39851 0.213
H -2.27356 2.93033 -2.90781 0.233
H -1.41266 4.48633 -3.19461 0.221
H -1.55893 -1.61283 -1.89634 0.219
H 0.78637 -2.26830 -1.40198 0.207
H 2.63518 -0.59951 -1.70085 0.210
H 2.12899 1.65843 -2.40489 0.212



81
Properties=species:S:1:pos:R:3:lowdin_charge:R:1 method="wB97M-V/def2-TZVPD" homo_energy_ev=-9.51 lumo_ev=-1.6
C -29.87219 -0.63817 -13.70121 0.081
N -28.98834 -0.35995 -12.53943 -0.203
O -27.84218 -0.70872 -12.66577 -0.021
O -29.47813 0.20378 -11.59510 -0.126
H -30.66701 -1.33952 -13.44731 0.016
H -29.27338 -0.91176 -14.56992 0.135
H -30.39357 0.28684 -13.94743 0.089
C -33.44136 0.10414 -14.11330 -0.052
N -33.00275 -1.00279 -13.17698 -0.274
O -33.73508 -1.20799 -12.27185 0.160
O -31.96272 -1.61661 -13.43083 -0.121
H -33.70780 -0.25222 -15.10835 0.118
H -32.64764 0.85078 -14.13840 0.091
H -34.34416 0.64692 -13.83321 0.117
C -31.29288 -1.49485 -11.40635 0.030
N -31.04940 -1.02678 -9.99416 -0.330
O -29.87972 -0.79489 -9.67169 0.059
O -31.99112 -0.91655 -9.23108 0.090
H -31.30410 -0.63921 -12.08152 0.082
H -32.08496 -2.24330 -11.42931 0.130
H -30.38763 -2.00947 -11.72851 0.132
C -29.68184 3.86907 -11.29675 -0.079
C -29.10811 2.73619 -12.11559 -0.217
O -27.73912 2.67733 -11.79416 0.100
C -27.38104 3.88320 -11.23866 -0.440
O -26.29504 4.21818 -10.81761 0.180
O -28.52826 4.66166 -11.12672 0.096
F -29.18868 3.09187 -13.44448 0.180
H -30.05243 3.47737 -10.34948 0.162
H -30.47491 4.38270 -11.84019 0.154
H -29.58727 1.76116 -12.02725 0.121
C -32.35050 -1.62613 -16.69482 -0.024
C -31.32937 -2.14679 -15.73729 -0.329
O -30.10884 -2.09399 -16.46297 0.182
C -30.23424 -1.16500 -17.36326 -0.583
O -29.28863 -0.65467 -18.00581 0.109
O -31.50955 -0.88612 -17.58304 0.117
F -31.61749 -3.42531 -15.51408 0.113
H -33.12574 -1.03429 -16.20818 0.115
H -32.84743 -2.44694 -17.21196 0.155
H -31.19830 -1.64436 -14.77892 0.082
C -32.47849 3.05807 -11.00378 0.027
C -33.41827 2.05898 -11.75572 -0.278
O -32.49166 1.27273 -12.49947 0.049
C -31.34840 2.02696 -12.65092 -0.349
O -30.37251 1.80524 -13.34393 -0.012
O -31.41379 3.20521 -11.95647 -0.036
F -34.20529 2.65486 -12.60411 0.153
H -32.07207 2.65627 -10.07562 0.149
H -32.93277 3.98288 -10.64815 0.161
H -33.93935 1.44111 -11.02441 0.185
C -27.90730 0.50053 -10.63012 -0.113
C -27.01833 1.11448 -9.52068 -0.377
O -25.97664 0.28558 -9.30387 0.186
C -26.10487 -0.76972 -10.22103 -0.422
O -25.30974 -1.70399 -10.28313 0.150
O -27.25200 -0.73146 -10.90487 -0.003
F -27.74280 1.13715 -8.45683 0.127
H -27.79736 1.07519 -11.54978 0.118
H -28.95320 0.50384 -10.32324 0.094
H -26.74146 2.14897 -9.72385 0.150
C -26.76700 -2.13894 -14.01443 -0.068
C -26.04359 -1.75205 -12.68067 -0.366
O -25.63783 -0.45103 -12.92434 0.130
C -25.48826 -0.29208 -14.27419 -0.466
O -24.85814 0.62473 -14.78469 0.142
O -26.10460 -1.31424 -14.92944 0.106
F -24.90893 -2.46219 -12.68238 0.092
H -27.83457 -1.95204 -13.89838 0.099
H -26.73373 -3.21283 -14.19812 0.147
H -26.60415 -2.00975 -11.78208 0.153
C -29.21008 1.65954 -16.20905 0.053
C -29.85266 2.73417 -15.33592 -0.307
O -31.15219 2.21585 -15.23985 0.161
C -31.17324 0.87740 -15.43721 -0.442
O -32.15754 0.11940 -15.25863 -0.107
O -30.00156 0.50306 -15.87756 0.011
F -29.97247 3.91883 -15.88508 0.144
H -28.14329 1.67732 -15.98602 0.158
H -29.31073 1.82752 -17.28132 0.151
H -29.39033 2.84426 -14.35499 -0.148



Taking the records one at a time from the top gives largest force on an atom values of 6.8, 2.4, 18.6 eV/A.
Taking the records one at a time from the top gives ΔE to the lowest compared entry with this formula, charge and spin values of 4.344, 0.418, 35.788 eV.